1.
DFT (ωB97M-V with the def2-TZVPD basis set) results for a cluster of 13 separate species, C35H94N2O37S11 in total at a distorted geometry.

Calculated values
total charge: 0
HOMO: -10.6 eV
calculated total energy: -235726.81661 eV

```
179
Properties=species:S:1:pos:R:3:mulliken_charge:R:1
O -5.1176 -0.2175 8.1991 -0.58
S -5.1640 -1.6696 8.0808 1.15
O -6.1881 -2.4249 8.8716 -0.61
O -5.2964 -2.0566 6.4979 -0.36
C -4.3847 -1.5031 5.5740 -0.49
C -5.0107 -0.4304 4.6072 -0.85
C -3.5142 -2.4973 8.4698 -0.83
H -3.7296 -2.2500 5.1257 0.58
H -3.5457 -1.0577 6.1087 0.41
H -5.1173 0.5467 5.0783 0.33
H -5.9871 -0.7690 4.2606 0.38
H -4.3897 -0.3775 3.7130 -0.05
H -3.5036 -3.3474 7.7877 0.31
H -3.4095 -2.5654 9.5526 0.37
H -2.8367 -1.7895 7.9922 0.31
O 1.6806 3.8279 1.8026 -0.36
S 2.6366 2.7688 1.5430 0.30
O 2.1419 1.3511 1.5855 -0.16
O 3.3758 3.1337 0.1102 0.15
C 4.2145 2.1428 -0.3686 -0.27
C 4.3730 2.4246 -1.8689 -1.17
C 4.0339 2.8021 2.6702 -1.28
H 3.8062 1.1428 -0.2225 0.28
H 5.1764 2.2452 0.1338 0.25
H 4.6911 3.4323 -2.1363 0.41
H 3.5020 2.0324 -2.3939 -0.05
H 5.2036 1.8111 -2.2178 0.46
H 4.6325 1.9222 2.4344 0.34
H 3.6554 2.8657 3.6904 0.47
H 4.4991 3.7529 2.4097 0.43
O 2.0425 -7.9476 -0.4271 -0.63
S 2.5680 -7.0592 -1.4565 1.15
O 2.8911 -7.4834 -2.7937 -0.60
O 1.5202 -5.7323 -1.6387 -0.30
C 0.6242 -5.3504 -0.5642 -0.35
C -0.1060 -4.1046 -1.1751 0.00
C 4.0270 -6.0597 -0.7508 -0.61
H 1.2714 -5.0712 0.2672 0.29
H -0.1827 -6.0567 -0.3687 0.37
H 0.6558 -3.4210 -1.5498 -0.38
H -0.7875 -3.7165 -0.4180 0.03
H -0.6455 -4.3811 -2.0809 0.33
H 3.7698 -5.9146 0.2984 0.29
H 4.0835 -5.1508 -1.3498 -0.10
H 4.8285 -6.7897 -0.8642 0.51
O 6.4442 -5.2095 -2.0791 -0.61
S 6.9080 -4.4285 -0.9459 1.19
O 6.6990 -4.9927 0.3917 -0.65
O 8.5785 -4.1867 -1.0479 -0.34
C 9.2258 -4.4420 -2.2886 -0.08
C 10.6014 -3.7926 -2.3259 -1.28
C 6.3535 -2.7325 -0.9835 0.45
H 8.7165 -4.1225 -3.1978 0.30
H 9.3836 -5.5200 -2.3220 0.31
H 11.2351 -4.0520 -1.4778 0.32
H 10.4549 -2.7134 -2.2818 0.32
H 11.1114 -4.1747 -3.2102 0.37
H 7.1809 -2.0531 -0.7789 0.49
H 5.5867 -2.6784 -0.2107 -0.33
H 5.9140 -2.5885 -1.9705 -0.38
O 0.8737 -2.3985 5.5326 -0.65
S 0.8091 -1.8446 4.1621 1.13
O 1.5906 -0.6758 3.8226 -0.55
O 1.3407 -3.0077 3.1222 -0.25
C 2.7067 -3.0024 2.7704 -1.16
C 3.1286 -2.2098 1.5854 0.66
C -1.0118 -1.6269 3.7405 -0.18
H 3.0148 -4.0238 2.5469 0.47
H 3.4042 -2.9314 3.6050 0.32
H 2.8086 -1.1733 1.6923 -0.33
H 2.8542 -2.6619 0.6323 -0.08
H 4.2181 -2.2100 1.5546 0.24
H -1.3590 -2.5691 3.3165 0.37
H -0.9703 -0.7706 3.0673 -0.28
H -1.6004 -1.4496 4.6406 0.21
O -3.5100 -0.2983 -5.1055 -0.55
S -3.4697 -1.6059 -4.4819 0.88
O -3.2096 -1.8650 -3.0647 -0.26
O -4.7146 -2.4869 -5.1268 -0.31
C -5.0638 -3.8195 -4.6310 0.48
C -6.5025 -4.0472 -4.9852 -1.44
C -2.0516 -2.6472 -5.4132 -1.02
H -5.0614 -3.8243 -3.5410 -0.18
H -4.4726 -4.5909 -5.1246 0.28
H -6.6759 -5.0914 -4.7251 0.39
H -6.8092 -3.6899 -5.9682 0.39
H -7.1219 -3.3430 -4.4297 0.34
H -1.8562 -3.6114 -4.9439 0.30
H -1.0775 -2.1629 -5.4823 0.30
H -2.5146 -2.7301 -6.3965 0.42
O 3.7918 5.9413 0.9249 -0.54
S 2.9058 6.7887 0.1747 1.09
O 3.3903 7.8847 -0.7106 -0.67
O 2.0404 5.7393 -0.7234 -0.02
C 1.1138 6.2401 -1.8164 -0.45
C 0.8132 5.0640 -2.7323 -0.67
C 1.5739 7.4439 1.2385 -0.88
H 1.7282 6.9280 -2.3972 0.38
H 0.2701 6.6485 -1.2601 0.28
H -0.2560 4.8674 -2.6523 0.15
H 1.1738 4.1172 -2.3303 -0.05
H 0.9704 5.1636 -3.8063 0.52
H 2.0082 8.3123 1.7339 0.43
H 1.3039 6.6512 1.9361 0.16
H 0.7169 7.8160 0.6769 0.35
O 2.5985 -2.2430 -2.0181 -0.16
S 2.4666 -2.0220 -3.4344 0.91
O 1.2536 -2.4885 -4.1382 -0.56
O 2.8146 -0.3418 -3.7200 -0.10
C 2.8046 0.2455 -4.9986 -0.56
C 1.8787 1.5568 -5.0088 -1.00
C 3.9570 -2.8748 -4.3140 -1.19
H 2.4887 -0.5409 -5.6841 0.52
H 3.8278 0.5835 -5.1627 0.19
H 2.2487 2.4144 -4.4468 0.32
H 0.8659 1.2573 -4.7394 0.16
H 1.7270 1.8057 -6.0591 0.49
H 4.0259 -2.6470 -5.3777 0.45
H 3.8440 -3.9280 -4.0571 0.44
H 4.8451 -2.5297 -3.7846 0.20
O -6.0518 -2.1129 2.1798 -0.63
S -4.9106 -2.3326 1.2749 1.06
O -3.5393 -2.4696 1.8017 -0.46
O -5.2638 -3.5746 0.3306 -0.41
C -4.2464 -4.0270 -0.5453 1.30
C -4.5239 -5.5166 -0.5849 -1.57
C -4.8668 -0.9768 -0.0281 -0.77
H -3.2323 -3.7510 -0.2561 -0.02
H -4.3166 -3.5809 -1.5373 -0.54
H -3.7770 -5.9589 -1.2441 0.40
H -5.5118 -5.8088 -0.9411 0.32
H -4.4975 -5.8644 0.4478 0.44
H -5.6574 -1.2660 -0.7204 0.36
H -3.8574 -0.8886 -0.4300 0.03
H -5.0609 -0.0235 0.4635 0.47
O -1.1782 4.9605 7.1708 -0.59
S -0.9642 5.2052 5.7775 1.06
O 0.3198 5.3106 5.1372 -0.52
O -1.8953 4.0501 4.9872 -0.39
C -1.2409 3.0393 4.2756 0.18
C -2.3179 2.1771 3.6764 -0.44
C -2.0115 6.5917 5.1576 -0.93
H -0.5710 2.5168 4.9585 0.55
H -0.6084 3.4124 3.4701 -0.20
H -3.2042 2.0103 4.2886 0.22
H -1.8394 1.3605 3.1358 0.11
H -2.8832 2.7393 2.9331 -0.04
H -2.0218 7.4355 5.8475 0.41
H -3.0018 6.2302 4.8805 0.31
H -1.6688 6.9829 4.1997 0.28
O -4.6228 8.0212 1.6563 -0.59
S -4.2274 7.0630 0.6378 1.12
O -3.0724 7.3529 -0.1989 -0.56
O -4.0777 5.4715 1.2005 -0.38
C -3.3297 4.5618 0.3999 -0.54
C -1.7548 4.5170 0.5700 0.03
C -5.7284 6.6500 -0.5080 -0.94
H -3.5581 4.5329 -0.6655 0.29
H -3.8012 3.6602 0.7909 0.41
H -1.1796 5.0917 -0.1559 0.34
H -1.4745 3.5014 0.2905 -0.15
H -1.3924 4.7427 1.5729 0.03
H -6.6546 6.9946 -0.0482 0.34
H -5.6993 5.6058 -0.8193 0.29
H -5.5818 7.1730 -1.4531 0.37
C 0.6696 0.0463 -0.9501 -0.21
N -0.5920 -0.0239 -0.1843 1.20
O -1.1117 -1.1163 0.0236 -0.48
O -1.0604 1.0466 0.1873 -0.45
H 1.1153 1.0097 -0.7025 -0.32
H 0.4970 0.0625 -2.0262 0.56
H 1.3044 -0.7279 -0.5192 -0.42
C -2.4030 2.8501 -3.7929 -0.72
N -1.6837 2.9232 -5.0684 0.85
O -0.6662 3.5979 -5.0306 -0.45
O -2.0136 2.2393 -6.0821 -0.51
H -1.7864 2.6524 -2.9161 0.16
H -3.0956 2.0100 -3.8443 0.36
H -2.8877 3.8152 -3.6454 0.33
```

=====

2.
DFT (ωB97M-V with the def2-TZVPD basis set) results for a structure of composition C35H95HgN8O9 at a distorted geometry.

Calculated values
total charge: +1
HOMO: -10.5 eV
calculated total energy: -72346.24380 eV

```
148
Properties=species:S:1:pos:R:3:mulliken_charge:R:1
Hg -3.6660 0.5640 1.3698 2.00
C 0.5180 -0.1036 -0.7048 -2.11
C -0.5503 -0.5947 0.2607 1.40
C 0.0097 -1.3646 1.4657 -0.43
O -1.5305 0.3323 0.6371 -0.22
H 1.0521 -0.8944 -1.2358 0.80
H 1.3226 0.4486 -0.2066 0.28
H 0.0850 0.5306 -1.4775 0.40
H -1.1062 -1.3434 -0.3316 -0.30
H 0.8241 -2.0255 1.1602 0.62
H -0.7357 -1.8802 2.0710 -0.60
H 0.4701 -0.6704 2.1794 -0.38
C -8.1683 -0.3453 1.2152 -1.53
C -6.6519 -0.3968 0.9885 0.60
C -6.1637 -0.1375 -0.4017 -0.89
O -4.7473 -0.2685 -0.4310 -0.11
C -4.2692 -0.2103 -1.7780 -1.00
N -6.0122 0.5003 1.9889 -0.43
H -8.7040 -0.9862 0.5151 0.38
H -8.4823 0.6867 1.0396 0.44
H -8.4449 -0.6469 2.2242 0.44
H -6.3144 -1.4215 1.1755 -0.14
H -6.5387 0.8133 -0.7926 0.43
H -6.5868 -0.9688 -0.9718 0.37
H -3.1960 -0.3983 -1.7718 0.16
H -4.4171 0.7754 -2.2196 0.39
H -4.6632 -0.9914 -2.4278 0.23
H -6.5152 1.3827 1.8840 0.30
H -6.4055 0.1421 2.8574 0.31
C 1.4619 3.7599 3.8007 -1.64
C 0.8969 2.4879 3.1918 1.14
C 0.3071 1.5169 4.2360 -0.52
O 1.3322 1.0336 5.0874 -0.37
C 0.9209 0.0078 5.9863 -0.92
N -0.1456 2.8740 2.2461 -0.11
H 1.4252 4.6093 3.1216 0.42
H 2.5051 3.6195 4.0885 0.34
H 0.9468 4.0325 4.7251 0.42
H 1.6537 1.9484 2.6177 -0.52
H -0.3881 0.7596 3.8621 0.00
H -0.2726 2.1955 4.8834 0.50
H 0.4956 0.4644 6.8831 0.35
H 1.8397 -0.5354 6.1942 0.42
H 0.1706 -0.7012 5.6206 0.29
H -0.8735 3.3259 2.7979 0.18
H -0.6042 2.0797 1.7969 -0.22
C 3.8039 -3.1699 2.7097 -1.24
C 2.8254 -2.5299 3.7187 1.95
C 2.8120 -3.2848 5.0588 -0.73
O 2.2694 -4.5927 4.9860 -0.42
C 0.8789 -4.6157 4.7225 -0.65
N 3.2389 -1.1072 3.8384 -0.65
H 3.9292 -2.6061 1.7851 0.11
H 3.4113 -4.1464 2.4130 0.36
H 4.7784 -3.3446 3.1638 0.38
H 1.8142 -2.4025 3.3173 -0.76
H 2.2678 -2.7483 5.8441 0.30
H 3.8336 -3.2925 5.4414 0.39
H 0.6002 -5.6578 4.8772 0.32
H 0.6458 -4.4131 3.6727 0.21
H 0.2861 -3.9611 5.3664 0.32
H 2.5593 -0.6596 4.4533 0.18
H 3.0525 -0.6837 2.9358 -0.10
C -3.9880 -3.3962 0.9189 -1.22
C -3.9132 -2.9859 2.3885 0.06
C -3.0729 -3.9809 3.2223 -0.76
O -3.6927 -5.2254 3.1395 -0.36
C -3.0234 -6.3069 3.7915 -0.71
N -3.4249 -1.6017 2.4989 -0.01
H -4.8210 -2.8676 0.4544 0.06
H -4.2354 -4.4579 0.9036 0.56
H -3.0843 -3.2256 0.3329 0.19
H -4.9244 -3.0831 2.7919 0.46
H -3.1051 -3.7139 4.2885 0.52
H -2.0408 -3.9679 2.8482 0.31
H -3.5639 -7.2113 3.5320 0.27
H -2.9901 -6.0682 4.8564 0.31
H -2.0021 -6.4084 3.4158 0.29
H -3.4805 -1.3579 3.4910 0.41
H -2.4142 -1.7454 2.4349 -0.56
C -5.2176 -1.3273 -6.7317 -1.63
C -4.5096 -1.0328 -5.4006 0.57
C -3.0386 -1.4337 -5.3727 -0.92
O -2.4413 -1.0419 -4.1524 -0.08
C -1.0762 -1.3798 -4.0274 -0.52
N -4.6280 0.4128 -5.1421 -0.63
H -5.2970 -2.3953 -6.9310 0.39
H -4.6683 -0.8323 -7.5338 0.38
H -6.2216 -0.9133 -6.6569 0.41
H -5.0083 -1.5871 -4.5987 0.16
H -2.5004 -0.9695 -6.2129 0.34
H -2.8837 -2.4909 -5.6225 0.46
H -0.8264 -2.3993 -4.3308 0.36
H -0.8133 -1.2650 -2.9763 -0.20
H -0.4861 -0.6836 -4.6309 0.37
H -3.8252 0.6039 -4.5409 0.28
H -4.2852 0.8382 -6.0048 0.33
C 3.6673 1.4883 -3.2890 -0.33
C 5.0546 1.2534 -3.8420 0.07
C 5.2836 2.1152 -5.0801 -1.16
O 4.3378 1.9459 -6.1385 -0.32
C 4.3413 0.6447 -6.6618 -0.71
N 6.0236 1.6301 -2.7925 -0.59
H 3.4516 0.8436 -2.4344 -0.15
H 2.8660 1.2944 -4.0098 0.55
H 3.5793 2.5292 -2.9665 0.15
H 5.1423 0.1920 -4.0875 0.39
H 6.2786 1.9508 -5.5045 0.44
H 5.2489 3.1592 -4.7632 0.38
H 4.0526 -0.1475 -5.9630 0.26
H 5.3284 0.3611 -7.0446 0.32
H 3.6211 0.6555 -7.4794 0.26
H 5.9358 2.6333 -2.6315 0.45
H 5.5985 1.2773 -1.9312 0.19
C -0.7240 5.4251 -1.1520 -1.52
C -0.5075 3.9418 -1.6052 0.13
C 0.9636 3.5710 -1.7444 0.12
O 1.7455 4.4558 -2.5308 -0.48
C 1.4420 4.3704 -3.9320 -0.67
N -1.1837 3.1177 -0.6120 -0.38
H -1.7933 5.5789 -1.3141 0.40
H -0.2484 6.1556 -1.8033 0.35
H -0.5060 5.5371 -0.0916 0.27
H -0.9732 3.8696 -2.5917 0.65
H 1.1409 2.5481 -2.0903 0.11
H 1.3825 3.6762 -0.7376 -0.11
H 0.4135 4.6907 -4.1142 0.35
H 1.6273 3.4236 -4.4413 0.20
H 2.0463 5.1336 -4.4203 0.32
H -0.9418 2.1314 -0.6898 -0.23
H -0.7224 3.2692 0.2892 0.36
C 4.3062 2.9675 0.7129 -0.43
C 5.4833 2.1167 1.2074 0.15
C 5.3118 0.6242 0.9769 0.41
O 5.3022 0.2411 -0.3880 -0.46
C 4.6952 -0.9967 -0.6579 -0.38
N 6.7206 2.6486 0.6275 -0.79
H 3.4215 2.8010 1.3313 -0.23
H 3.9783 2.6571 -0.2838 -0.31
H 4.5160 4.0341 0.7273 0.55
H 5.5067 2.2891 2.2872 0.59
H 4.3207 0.3123 1.3377 -0.66
H 6.0440 0.0526 1.5567 0.36
H 5.2462 -1.8501 -0.2468 0.28
H 4.6709 -1.1219 -1.7384 0.29
H 3.6955 -1.1226 -0.2266 -0.13
H 6.7702 2.2173 -0.2972 0.34
H 7.4507 2.1188 1.1066 0.35
```

=====

3.
DFT (ωB97M-V with the def2-TZVPD basis set) results for a cluster of 13 separate species, C35H96N4O13 in total at a distorted geometry.

Calculated values
total charge: 0
HOMO: -9.0 eV
calculated total energy: -70428.82481 eV

```
148
Properties=species:S:1:pos:R:3:mulliken_charge:R:1
C 1.8900 2.9838 2.2703 0.62
O 1.0256 2.7498 3.1052 -0.67
N 2.9132 3.7907 2.4575 -0.34
N 1.9355 2.4149 1.0742 0.24
H 3.5516 3.9600 1.6995 0.11
H 2.9071 4.2965 3.3285 0.26
H 1.1140 1.8313 0.9746 -0.37
H 2.5876 2.6585 0.3490 0.05
C -4.0639 -0.0682 3.2170 0.53
O -2.8901 -0.1933 2.8619 -0.28
N -4.4480 0.6989 4.2645 -0.47
N -5.1050 -0.6382 2.6249 -0.25
H -5.4352 0.8100 4.4123 0.13
H -3.7122 1.2076 4.7268 0.25
H -4.8829 -1.0504 1.7298 -0.20
H -6.0612 -0.4501 2.8703 0.19
C 2.5717 2.2082 -7.9044 -1.44
C 2.1398 2.4262 -6.4628 0.47
C 2.2086 1.1377 -5.6143 -1.31
O 3.1269 3.3442 -5.8782 -0.54
H 2.0893 1.3215 -8.3189 0.35
H 3.6496 2.0424 -7.9162 0.33
H 2.3938 3.0662 -8.5518 0.35
H 1.1324 2.8381 -6.4231 0.36
H 1.3868 0.5366 -6.0089 0.43
H 2.1511 1.3177 -4.5422 0.27
H 3.0968 0.5275 -5.7903 0.43
H 3.8255 2.7745 -5.5462 0.34
C 5.9563 3.7271 -1.5099 -1.51
C 4.5996 3.1787 -1.1465 0.58
C 4.0412 2.0768 -2.0958 0.18
O 4.7092 2.5113 0.1142 -0.56
H 6.3204 3.4137 -2.4887 0.35
H 6.7044 3.4459 -0.7692 0.35
H 5.9595 4.8179 -1.4960 0.34
H 3.8344 3.9501 -1.0561 0.30
H 4.6229 1.1527 -2.1138 0.12
H 4.0443 2.3702 -3.1471 0.03
H 3.0289 1.8312 -1.7760 -0.27
H 5.1538 1.6650 0.0212 0.30
C 0.4440 -5.0320 -1.9645 -0.64
C 1.1516 -6.1349 -1.2190 0.47
C 1.2065 -5.9714 0.2794 -1.30
O 0.4077 -7.3489 -1.4710 -0.62
H 0.9671 -4.0800 -1.8721 -0.01
H -0.5550 -5.0345 -1.5255 -0.08
H 0.3277 -5.2010 -3.0349 0.44
H 2.1618 -6.2682 -1.6140 0.29
H 2.0130 -6.5108 0.7811 0.55
H 0.3269 -6.3284 0.8152 0.38
H 1.4131 -4.9301 0.5375 0.14
H 0.9425 -8.0926 -1.1812 0.32
C -2.4353 -3.6525 4.0572 -1.09
C -1.9228 -5.0058 3.6952 0.91
C -0.4271 -5.0817 3.5469 -1.42
O -2.3839 -5.8791 4.6742 -0.60
H -3.5181 -3.6786 4.1925 0.40
H -2.1399 -2.7512 3.5194 0.16
H -2.0931 -3.3919 5.0624 0.43
H -2.3577 -5.2896 2.7312 0.03
H -0.2265 -5.9098 2.8649 0.46
H 0.1087 -5.1695 4.4922 0.40
H 0.0078 -4.2010 3.0703 0.02
H -2.0862 -6.7786 4.5155 0.38
C -6.2896 2.0498 -0.9091 -1.45
C -4.8653 2.3785 -0.4732 1.09
C -3.9761 1.1065 -0.4094 -0.89
O -4.1939 3.1900 -1.4645 -0.56
H -6.5827 2.5201 -1.8486 0.35
H -7.0980 2.4615 -0.3010 0.34
H -6.4196 0.9689 -0.9623 0.28
H -4.8017 2.8347 0.5144 0.20
H -2.9322 1.4026 -0.3288 -0.02
H -4.0749 0.5727 -1.3599 0.45
H -4.3298 0.3103 0.2432 0.02
H -3.6328 2.7018 -2.0702 0.25
C 4.0149 -2.6073 -0.6783 -0.86
C 5.3541 -2.6980 -1.3325 0.42
C 5.5226 -1.9928 -2.6848 -1.20
O 6.3879 -2.4230 -0.3918 -0.59
H 3.9489 -3.0855 0.3001 0.46
H 3.2754 -3.0652 -1.3345 0.11
H 3.7726 -1.5846 -0.3785 0.16
H 5.4681 -3.7634 -1.5613 0.23
H 4.5351 -1.9016 -3.1394 0.27
H 6.2112 -2.4809 -3.3716 0.39
H 5.8357 -0.9767 -2.4370 0.25
H 7.2204 -2.7466 -0.7451 0.33
C 0.8313 -0.4418 -1.1714 -0.85
C -0.3984 -0.4898 -0.2778 0.59
C -0.0724 -1.4201 0.8972 -0.57
O -0.5992 0.8103 0.2688 0.73
H 1.0185 -1.4156 -1.6256 0.14
H 1.7556 -0.0917 -0.7102 0.01
H 0.7402 0.2705 -1.9952 0.08
H -1.3561 -0.7477 -0.7340 0.25
H -0.8505 -1.3446 1.6593 -0.33
H 0.8085 -1.0842 1.4488 0.57
H 0.1776 -2.4332 0.5788 0.01
H -1.4176 0.7677 0.7753 -0.49
C -0.8679 -0.9370 5.7002 -1.25
C 0.4751 -1.4868 5.2293 1.79
C 1.3674 -0.3437 4.6485 -1.37
O 1.2097 -1.9669 6.3503 -0.62
H -1.4048 -0.5091 4.8509 -0.02
H -0.7189 -0.0477 6.3157 0.49
H -1.4498 -1.6515 6.2818 0.41
H 0.3204 -2.3423 4.5686 -0.69
H 1.3044 0.6173 5.1611 0.34
H 1.0839 -0.0391 3.6389 0.07
H 2.4370 -0.5489 4.5987 0.46
H 0.6815 -2.5999 6.8445 0.34
C -4.5470 -4.1427 1.3137 -1.54
C -3.4723 -3.1864 0.8041 2.38
C -2.4478 -3.9053 -0.0790 -1.52
O -4.0874 -2.1746 0.0185 -0.47
H -4.1738 -4.6303 2.2153 0.27
H -4.9803 -4.7891 0.5510 0.42
H -5.3813 -3.5756 1.7334 0.35
H -2.9971 -2.7536 1.6838 -1.35
H -1.6605 -4.2495 0.5944 0.24
H -2.0073 -3.2606 -0.8395 0.38
H -2.8023 -4.7784 -0.6297 0.54
H -4.5398 -2.6067 -0.7117 0.28
C -1.2674 4.8009 -3.3134 -1.37
C 0.0775 4.5680 -2.7020 1.29
C 0.7870 3.3686 -3.3238 -0.86
O 0.8663 5.6958 -3.1432 -0.59
H -1.9654 4.0976 -2.8567 -0.18
H -1.2567 4.6382 -4.3913 0.50
H -1.5408 5.8370 -3.1120 0.56
H 0.0509 4.4663 -1.6171 -0.20
H 0.7886 3.4082 -4.4148 -0.15
H 0.3324 2.4024 -3.0904 0.34
H 1.8597 3.2134 -3.2062 0.21
H 0.4446 6.2094 -3.8343 0.35
C -1.5286 4.1107 0.9558 -0.70
C -2.4802 5.3160 1.1287 0.83
C -2.2086 6.0596 2.4040 -1.53
O -2.3719 6.2435 0.0266 -0.62
H -1.6929 3.3118 1.6779 0.47
H -0.5094 4.4912 0.8916 0.23
H -1.8070 3.6672 -0.0037 -0.10
H -3.4776 4.8695 1.1385 -0.06
H -2.8052 6.9695 2.4979 0.42
H -1.1706 6.3846 2.4785 0.34
H -2.5053 5.4959 3.2890 0.35
H -2.3542 5.7710 -0.8103 0.29
```

=====

The lowest calculated total energy belongs to which entry?
C35H94N2O37S11